{
  "formula": "C31H48O2P2Ru",
  "method": "ωB97M-V with the def2-TZVPD basis set",
  "elements": ["Ru", "C", "C", "C", "C", "C", "C", "H", "H", "H", "C", "H", "H", "H", "C", "H", "H", "H", "C", "H", "H", "H", "C", "H", "H", "H", "C", "C", "C", "C", "C", "C", "C", "C", "H", "H", "H", "H", "H", "H", "H", "H", "H", "H", "H", "H", "P", "P", "C", "C", "H", "H", "H", "H", "C", "H", "H", "H", "C", "H", "H", "H", "C", "H", "H", "H", "C", "H", "H", "H", "O", "C", "O", "C", "C", "C", "C", "C", "C", "H", "H", "H", "H", "H"],
  "coordinates": [[1.6623, 1.5611, -3.4251], [-0.2279, -1.5203, -0.4973], [-0.6234, -1.2740, -1.8366], [1.5618, -0.5802, -1.5931], [1.1227, -1.0991, -0.3421], [0.5249, -0.7686, -2.5240], [-1.0612, -2.1513, 0.5375], [-2.0908, -2.2634, 0.1781], [-1.0577, -1.5801, 1.4825], [-0.7075, -3.1662, 0.7799], [1.9107, -1.3177, 0.8844], [1.6130, -0.6452, 1.7106], [2.9796, -1.1935, 0.6914], [1.7481, -2.3512, 1.2235], [2.8843, 0.0001, -1.9150], [3.4265, -0.6620, -2.6002], [3.4451, 0.0165, -0.9747], [2.9533, 1.0559, -2.3173], [0.6642, -0.7240, -4.0062], [1.2395, -1.6081, -4.3315], [1.2090, 0.1400, -4.4763], [-0.3314, -0.7864, -4.4503], [-1.9580, -1.5039, -2.4144], [-2.2658, -2.5573, -2.3586], [-1.9649, -1.2359, -3.4771], [-2.7357, -0.9035, -1.9210], [-0.2625, 2.2195, 1.1465], [-1.3393, 1.4255, 0.9534], [-2.8094, 1.7066, 0.9653], [-3.4633, 1.9701, -0.4179], [-2.8129, 3.0920, -1.1810], [-1.8612, 3.9265, -0.7553], [-1.4478, 4.4137, 0.6069], [-0.1475, 3.7195, 1.0278], [-3.0182, 2.5713, 1.6143], [-4.5072, 2.2387, -0.2304], [-3.2878, 0.8030, 1.3978], [0.2952, 4.1631, 1.9376], [0.6977, 1.7073, 1.3569], [-1.1433, 0.3518, 0.7934], [0.6248, 3.9064, 0.2651], [-1.2014, 5.4754, 0.5127], [-1.2250, 4.3284, -1.5535], [-2.2135, 4.3443, 1.3916], [-3.4876, 1.0622, -1.0557], [-3.1475, 3.1493, -2.2200], [0.3923, 5.6596, -2.7722], [1.8604, 3.6406, -3.6052], [1.0439, 6.1004, -4.4848], [2.2108, 5.1484, -4.6788], [1.3555, 7.1556, -4.4675], [0.2253, 5.9485, -5.2142], [2.3371, 4.8241, -5.7219], [3.1439, 5.5719, -4.2778], [3.3361, 2.6054, -4.3557], [3.3050, 1.4830, -4.2940], [4.2275, 2.9399, -3.8229], [3.4010, 2.8720, -5.4118], [0.5512, 2.9710, -4.7610], [0.7952, 3.2489, -5.7866], [-0.4157, 3.3779, -4.4650], [0.4431, 1.8570, -4.7220], [1.2170, 7.0422, -1.8529], [0.7852, 7.0916, -0.8441], [1.0234, 7.9998, -2.3643], [2.2983, 6.8969, -1.7656], [-1.1983, 6.6063, -2.9477], [-1.5586, 6.5770, -3.9830], [-1.0382, 7.6538, -2.6483], [-1.9479, 6.1629, -2.2838], [-0.8104, -0.4202, 3.2873], [0.1701, 0.1418, 3.8613], [1.2808, 0.5009, 3.3972], [-0.0562, 0.4143, 5.3421], [-1.2809, 0.0963, 5.9583], [-1.4768, 0.3032, 7.3291], [-0.4419, 0.8512, 8.1081], [0.7762, 1.1919, 7.5026], [0.9655, 0.9819, 6.1295], [-2.0800, -0.3276, 5.3459], [-2.4295, 0.0411, 7.7910], [-0.5904, 1.0112, 9.1793], [1.5856, 1.6263, 8.0959], [1.9078, 1.2500, 5.6551]],
  "atomic_forces_ev_per_a": [[-1.188, -3.982, 2.706], [1.617, 0.507, -0.068], [0.482, -0.156, 0.868], [-1.258, 0.288, -2.159], [-2.537, -0.938, 0.713], [1.233, 1.115, 0.086], [-0.442, -0.429, 0.667], [0.115, 0.073, 0.206], [-0.095, -0.267, -0.340], [-0.028, 0.208, -0.039], [0.245, -0.110, 0.192], [0.105, -0.228, -0.321], [-0.068, 0.042, 0.223], [0.051, 0.295, 0.095], [0.860, -0.990, 0.714], [0.103, 0.170, -0.025], [0.226, 0.359, -0.304], [0.627, -0.393, 1.087], [-0.062, -1.096, -0.123], [-0.146, 0.296, -0.153], [-0.227, -0.815, -0.580], [0.294, 0.205, -0.285], [-0.377, -0.068, -0.614], [0.079, 0.188, 0.155], [-0.158, -0.037, 0.229], [0.224, -0.177, 0.022], [-0.176, -0.718, -0.198], [1.083, -0.372, -0.058], [-0.487, 0.191, -0.265], [-0.271, 0.500, 0.647], [0.057, -0.483, 0.086], [-0.194, 0.229, -0.649], [0.624, -0.393, 0.255], [0.134, -0.235, 0.634], [-0.125, -0.534, -0.162], [-0.151, -0.240, -0.047], [0.139, 0.637, -0.052], [-0.363, -0.122, -0.114], [-0.530, 0.287, -0.603], [0.153, 0.728, 0.499], [-0.158, -0.029, -0.065], [-0.225, 0.071, -0.059], [-0.646, 0.341, 0.301], [0.192, -0.076, -0.432], [0.165, 0.456, 0.320], [0.670, -0.217, -0.068], [-0.903, 2.803, -0.853], [0.717, 2.994, -1.346], [-0.241, -0.236, 0.645], [0.672, -0.093, 0.305], [-0.200, -0.355, -0.300], [0.546, 0.045, 0.297], [0.224, 0.106, 0.353], [-0.148, 0.038, -0.398], [0.876, 0.659, -0.775], [0.895, 0.107, -0.605], [0.004, -0.087, -0.084], [0.128, -0.144, 0.053], [-1.014, 1.187, -0.233], [-0.068, -0.217, 0.062], [-0.064, -0.059, -0.175], [-0.915, 0.279, -0.838], [0.397, -0.245, 0.387], [0.190, 0.011, -0.185], [0.093, -0.460, 0.154], [-0.114, 0.002, 0.091], [-0.435, -0.191, 0.313], [-0.007, -0.068, 0.291], [-0.152, -0.389, -0.216], [-0.062, 0.244, -0.216], [2.635, 1.153, 0.713], [-4.346, -1.865, -0.445], [0.713, 0.293, -0.014], [0.761, 0.746, 1.700], [-0.102, -0.183, -0.402], [0.683, 0.259, -0.183], [0.002, -0.103, -0.481], [-0.225, -0.084, -0.204], [-0.311, -0.156, 0.054], [0.313, 0.136, 0.219], [0.279, 0.064, -0.205], [0.078, -0.051, -0.395], [-0.317, -0.170, -0.218], [-0.151, -0.053, 0.208]],
  "e_homo_ha": [-0.3560, -0.3653],
  "spin_multiplicity": 6,
  "total_charge": 1,
  "total_energy_ev": -58163.6081,
  "relative_energy_kcal_mol": 75.0
}